C34H47F4N9NaO3S2Se | the ωB97M-V functional and the def2-TZVPD basis

Last column: Löwdin charge in e.
Cartesian coordinates (Å):
Na  0.6024  -1.3207  0.7382  0.110
C  0.3801  -2.1741  4.6494  -0.126
N  0.7790  -2.8825  3.4498  -0.271
C  2.0500  -3.5436  3.6704  -0.129
C  -0.2549  -3.8384  3.0388  -0.195
C  -1.4154  -3.1629  2.3124  -0.232
N  -1.0138  -2.9603  0.9345  -0.010
C  -1.8712  -2.3578  0.1165  -0.225
C  -1.5417  -2.2876  -1.2736  -0.170
F  -0.3493  -2.8209  -1.6620  0.045
C  -2.3352  -1.7143  -2.2256  -0.264
F  -1.8989  -1.7281  -3.5099  0.050
C  -3.5515  -1.1186  -1.9301  0.008
C  -3.8998  -1.1456  -0.5918  -0.241
F  -5.0631  -0.5709  -0.2098  0.065
C  -3.1246  -1.7296  0.3862  -0.143
F  -3.6134  -1.6814  1.6533  0.054
H  0.2661  -2.8598  5.5087  0.086
H  -0.5616  -1.6520  4.4999  0.077
H  1.1360  -1.4335  4.9219  0.056
H  1.9988  -4.2787  4.4939  0.086
H  2.8147  -2.8089  3.9303  0.062
H  2.3590  -4.0583  2.7627  0.040
H  -0.6035  -4.4144  3.9128  0.116
H  0.2133  -4.5438  2.3527  0.094
H  -1.6706  -2.2370  2.8356  0.094
H  -2.3135  -3.7959  2.3899  0.117
H  -4.1748  -0.6670  -2.6835  0.114
C  0.5819  2.7240  3.9807  -0.083
O  -0.1735  2.1546  2.9140  -0.094
C  0.0819  0.8522  2.6645  -0.436
O  -0.5672  0.3078  1.7794  -0.090
H  -0.0763  3.4250  4.4918  0.084
H  1.4528  3.2409  3.5742  0.077
H  0.9089  1.9472  4.6727  0.076
C  0.8260  5.7334  -0.8534  -0.102
C  0.8181  4.5998  -1.8650  -0.248
C  -0.5815  4.1944  -2.3079  -0.223
N  -1.3630  3.6284  -1.2256  0.019
C  -1.3112  2.3409  -0.8632  -0.789
S  -0.3380  1.2069  -1.5855  0.764
N  -2.1182  1.9919  0.2094  0.121
C  -3.3308  2.5250  0.5929  -0.414
O  -3.7548  2.3856  1.7201  0.106
C  -4.1528  3.2182  -0.4577  -0.158
C  -4.2629  2.6938  -1.7408  -0.021
C  -5.0836  3.3174  -2.6662  -0.070
C  -5.7743  4.4702  -2.3182  -0.095
C  -5.6626  4.9928  -1.0391  -0.085
C  -4.8608  4.3583  -0.1012  -0.026
H  1.8396  5.9728  -0.5343  0.061
H  0.2753  5.4571  0.0476  0.070
H  0.3746  6.6411  -1.2604  0.068
H  1.3046  3.7200  -1.4410  0.060
H  1.3932  4.8761  -2.7538  0.112
H  -0.5328  3.4495  -3.1031  0.088
H  -1.1446  5.0538  -2.6861  0.121
H  -1.8605  4.2610  -0.6232  0.140
H  -1.7364  1.2521  0.8260  0.099
H  -3.7105  1.8000  -1.9999  0.105
H  -5.1834  2.9049  -3.6613  0.103
H  -6.4079  4.9591  -3.0473  0.097
H  -6.2078  5.8869  -0.7676  0.098
H  -4.7849  4.7261  0.9131  0.117
Se  2.3542  -0.0043  2.6896  1.219
N  2.3937  0.4209  0.9774  -0.228
C  3.0579  1.6242  0.9498  -0.372
C  3.1968  2.4187  -0.1987  -0.061
C  3.8871  3.6085  -0.1244  -0.125
C  4.4596  4.0322  1.0828  -0.121
C  4.3372  3.2638  2.2209  -0.059
C  3.6380  2.0531  2.1719  -0.409
N  3.4709  1.1992  3.2497  -0.252
H  2.7327  2.0801  -1.1160  0.070
H  3.9798  4.2288  -1.0083  0.093
H  4.9954  4.9722  1.1212  0.088
H  4.7723  3.5778  3.1610  0.102
N  2.8401  -0.3984  -2.3703  0.050
H  1.8563  -0.2409  -2.5753  -0.016
H  3.3286  0.4034  -2.7550  0.026
H  2.9227  -0.3250  -1.3581  -0.010
C  1.0942  -3.2284  -4.4398  -0.083
C  2.4283  -3.7610  -3.9405  -0.249
N  2.7865  -3.3333  -2.6085  -0.019
C  2.3386  -3.8828  -1.4668  -0.820
S  2.8096  -3.2145  0.0169  0.674
N  1.5706  -4.9781  -1.5557  0.005
C  0.8172  -5.5108  -0.4192  -0.271
C  1.6187  -6.4955  0.4066  -0.104
H  0.9232  -3.5589  -5.4659  0.071
H  1.0846  -2.1397  -4.4239  0.073
H  0.2547  -3.5542  -3.8261  0.054
H  3.2340  -3.4311  -4.6013  0.114
H  2.4609  -4.8561  -3.9767  0.108
H  3.1295  -2.3736  -2.4986  0.062
H  1.1771  -5.1795  -2.4605  0.112
H  -0.0634  -5.9965  -0.8491  0.120
H  0.4439  -4.6696  0.1714  0.057
H  1.9782  -7.3265  -0.2027  0.066
H  0.9943  -6.9016  1.2036  0.069
H  2.4770  -6.0052  0.8622  0.043

**Relative energy (zero: lowest compared OMol25 entry of this formula, charge and spin)**: 0.0 kJ/mol
**Orbital gap**: 6.023 eV
**Net charge**: -1

***

C9H16N3O3 | the ωB97M-V functional and the def2-TZVPD basis

Last column: natural (NBO) charge in e.
Cartesian coordinates (Å):
C  0.7708  2.4458  1.2162  -0.736
C  1.1015  1.0148  1.0300  0.753
O  2.2136  0.5586  1.0220  -0.577
N  0.0512  0.4393  0.2048  -0.317
C  -1.3936  0.5800  0.6316  -0.351
C  -1.4488  0.0847  2.0855  0.659
N  -2.6370  -0.0095  2.6542  -0.790
O  -0.3699  -0.0714  2.6021  -0.604
N  0.3441  -0.8267  -0.4661  -0.154
C  0.3065  -1.8337  0.6035  -0.421
C  1.6642  -0.8355  -1.1774  -0.252
C  1.3290  0.1119  -2.3629  -0.413
C  -0.0307  -0.5219  -2.8642  -0.567
C  -0.6584  -1.0801  -1.6245  0.763
O  -1.6838  -1.6448  -1.4757  -0.447
H  1.7903  2.9736  1.0103  0.275
H  0.4968  2.5751  2.2242  0.258
H  -0.0232  2.9263  0.6134  0.238
H  -1.6491  1.5569  0.5882  0.245
H  -2.0944  0.2467  -0.0132  0.243
H  -3.4224  0.3251  2.0828  0.412
H  -2.7129  -0.5212  3.5381  0.439
H  1.1606  -1.5855  1.2430  0.271
H  -0.6883  -2.0711  0.9907  0.244
H  0.6738  -2.6834  0.2152  0.214
H  1.9307  -1.7603  -1.6151  0.239
H  2.5919  -0.5045  -0.6738  0.305
H  2.0493  0.0437  -3.2226  0.258
H  1.2012  1.1960  -2.0698  0.244
H  -0.1223  -1.3072  -3.5403  0.279
H  -0.7405  0.1785  -3.4502  0.290

**Relative energy (zero: lowest compared OMol25 entry of this formula, charge and spin)**: 217.6 kJ/mol
**Orbital gap**: 10.375 eV
**Net charge**: +1

***

C16H16ClNO5 | the ωB97M-V functional and the def2-TZVPD basis

Last column: natural (NBO) charge in e.
Cartesian coordinates (Å):
C  0.2961  1.9476  -3.4001  -0.279
O  0.4144  2.1682  -1.9599  -0.578
C  -0.6447  2.7478  -1.3500  -0.017
C  -0.3921  2.9390  0.0520  -0.274
N  -0.4506  1.6835  0.5206  -0.555
C  -1.2932  1.0499  0.9887  0.692
O  -2.2002  1.6777  1.3883  -0.652
C  -1.2082  -0.6548  1.0792  0.117
C  -0.5593  -0.9510  2.3915  -0.099
C  0.8473  -0.8797  2.6512  -0.152
C  1.5759  -1.3277  3.7935  -0.264
C  0.6377  -1.4994  4.8278  -0.135
C  -0.8934  -1.2433  4.8221  -0.249
C  -1.2259  -1.1865  3.6206  0.147
Cl  -3.1273  -1.1308  3.4256  -0.143
H  -1.2349  -1.4448  5.6465  0.219
H  1.0799  -1.4066  5.9675  0.202
H  2.5958  -1.0897  3.9248  0.235
H  1.4665  -0.8780  1.8333  0.199
H  -1.9758  -1.0392  1.0370  0.163
O  -0.3323  -1.1024  0.0265  -0.510
C  -0.5152  -0.9324  -1.2402  0.736
O  -1.6673  -0.4765  -1.4353  -0.637
C  0.4325  -1.4336  -2.1408  0.035
C  1.3312  -2.3048  -1.9942  -0.192
C  1.9404  -2.4005  -3.1352  -0.363
C  0.9143  -1.7830  -4.0778  0.235
O  -0.0046  -1.5714  -3.4149  -0.310
H  1.0419  -1.9019  -5.2073  0.208
H  2.9283  -2.7760  -3.4044  0.231
H  1.9465  -2.3562  -0.9907  0.244
H  0.3864  1.0115  0.0552  0.375
H  0.6245  3.4207  0.2221  0.215
H  -1.2315  3.5370  0.4917  0.261
H  -0.7415  3.9349  -1.9479  0.111
H  -1.4500  2.1329  -1.6202  0.203
H  -0.7989  1.1991  -3.6278  0.188
H  1.3655  1.5014  -3.7756  0.206
H  0.1219  2.8190  -4.0437  0.186

**Relative energy (zero: lowest compared OMol25 entry of this formula, charge and spin)**: 1413.5 kJ/mol
**Orbital gap**: 8.602 eV
**Net charge**: 0

***

C17H18N4 | the ωB97M-V functional and the def2-TZVPD basis

Last column: natural (NBO) charge in e.
Cartesian coordinates (Å):
C  -3.1097  -2.3165  -6.2589  -0.279
C  -4.1305  -1.4863  -5.6360  0.043
N  -4.0730  -1.0556  -4.4451  -0.396
C  -2.9295  -1.2846  -3.8222  0.283
N  -2.6657  -0.9520  -2.4888  -0.443
C  -1.4029  -1.1970  -2.2728  0.399
C  -0.6097  -0.7827  -1.0954  -0.111
C  -1.1822  0.1924  -0.2008  -0.153
C  -0.5840  0.7708  0.9278  -0.223
C  0.7632  0.2880  1.2965  0.021
C  1.5212  0.7380  2.4454  -0.088
C  0.5834  0.9233  3.7309  -0.415
C  1.3458  1.3312  5.0192  -0.402
C  2.3962  2.4809  4.6116  -0.425
C  3.2005  2.1330  3.3659  -0.222
N  2.3938  1.8135  2.1894  -0.622
C  1.4017  -0.4451  0.2682  -0.187
C  0.7251  -1.1338  -0.8161  -0.188
N  -0.7801  -1.8300  -3.3610  -0.548
C  -1.7841  -1.8969  -4.3170  0.052
C  -1.9002  -2.5557  -5.5247  -0.186
H  -3.0887  -2.8577  -7.2321  0.229
H  -5.0954  -1.5983  -6.2169  0.189
H  -2.0842  0.6066  -0.5251  0.224
H  -1.1804  1.5749  1.3731  0.226
H  2.1189  -0.0987  2.5419  0.193
H  0.1213  0.0013  3.8364  0.208
H  -0.2302  1.5710  3.4161  0.198
H  1.9992  0.4971  5.3673  0.197
H  0.7125  1.5467  5.9043  0.220
H  3.0218  2.8509  5.4853  0.217
H  1.8593  3.4132  4.2853  0.188
H  3.9745  2.9654  3.0461  0.207
H  3.8543  1.2489  3.6077  0.181
H  1.9551  2.6690  1.8367  0.360
H  2.4476  -0.8046  0.3897  0.211
H  1.3363  -1.8462  -1.3565  0.208
H  0.1138  -2.2236  -3.4979  0.420
H  -1.0146  -3.2511  -5.8773  0.216

**Relative energy (zero: lowest compared OMol25 entry of this formula, charge and spin)**: 220.9 kJ/mol
**Orbital gap**: 8.362 eV
**Net charge**: 0

***

C8H15N2O2 | the ωB97M-V functional and the def2-TZVPD basis

Last column: natural (NBO) charge in e.
Cartesian coordinates (Å):
C  -0.8820  1.0903  0.1288  0.202
C  3.1300  -1.9658  -0.2178  -0.360
C  2.2319  -1.1516  0.3208  -0.192
C  1.1512  1.5568  -0.7862  -0.260
C  1.4457  1.1556  0.6995  -0.058
C  -2.9012  -0.6691  -1.3802  -0.710
C  2.5417  0.1301  1.0665  -0.450
C  -3.0964  -0.3313  0.0621  0.904
N  0.0238  0.9213  1.0885  -0.611
N  -0.2544  1.4232  -0.9654  -0.621
O  -4.0105  0.5658  0.3257  -0.585
O  -2.6714  -1.1114  1.0442  -0.611
H  2.9560  -2.7886  -0.7436  0.195
H  4.1565  -1.9107  -0.0359  0.195
H  1.1022  -1.3778  0.1917  0.180
H  1.4960  2.6076  -1.0743  0.228
H  1.8584  0.7915  -1.3821  0.220
H  1.6702  1.9530  1.3058  0.206
H  -3.7554  -1.1682  -1.7090  0.270
H  -2.1448  -1.4360  -1.2901  0.229
H  -2.4301  0.1872  -1.8877  0.286
H  2.3433  -0.1209  2.2076  0.227
H  3.5708  0.4478  0.8821  0.251
H  -0.2694  0.4782  1.9837  0.416
H  -0.7393  1.8388  -1.7869  0.421
H  -4.0913  0.8009  1.2264  0.522
H  -2.4313  -1.9169  0.7260  0.509

**Relative energy (zero: lowest compared OMol25 entry of this formula, charge and spin)**: 221.4 kJ/mol
**Orbital gap**: 8.687 eV
**Net charge**: +1